1.
Computed, not measured: C12H21N5O2S2 as an isolated structure in a non-equilibrium geometry, with the ωB97M-V functional and the def2-TZVPD basis.

The geometry in XYZ format:
```
42
Properties=species:S:1:pos:R:3:mulliken_charge:R:1
C -2.91 -1.23 -0.07 -0.889
N -3.28 0.14 -0.43 0.084
C -2.45 1.07 -0.33 1.220
N -1.03 0.87 -0.01 0.013
H -0.71 -0.08 -0.03 -0.003
C 0.20 1.79 -0.23 -1.560
C 0.56 1.95 -1.66 -0.139
H 0.46 0.70 -2.24 0.174
H -0.31 2.29 -2.31 0.403
S 2.00 2.63 -2.10 -0.079
C 3.03 0.95 -2.26 -1.155
C 3.22 0.07 -1.21 0.465
C 4.23 0.35 -0.49 -0.287
S 3.88 -0.90 1.04 -0.141
C 2.42 -1.37 0.08 0.112
N 2.27 -0.58 -0.80 -0.088
C 1.56 -2.17 0.72 -0.890
N 0.44 -1.69 1.51 0.742
C 0.64 -0.97 2.55 -0.954
H -0.08 -0.46 3.16 0.370
H 1.41 -0.13 2.10 0.209
H 1.47 -1.44 3.51 0.169
C -0.49 -2.89 2.09 -1.367
H -1.25 -2.38 2.70 0.426
H -0.92 -3.71 1.05 0.184
H 0.00 -3.49 2.66 0.556
H 2.18 -2.83 1.34 0.453
H 1.04 -3.08 0.02 0.305
H 5.17 0.94 -0.23 0.354
H 4.01 1.57 -2.67 0.298
H 2.52 0.46 -3.20 0.338
H -0.06 2.65 0.05 0.666
H 0.94 1.32 0.33 0.435
C -2.63 2.46 -0.73 -1.026
N -3.91 2.77 -1.01 0.961
O -4.32 3.80 -1.07 -0.622
O -4.91 1.76 -1.18 -0.779
H -2.00 3.36 -0.37 0.298
H -4.10 0.38 -0.59 -0.083
H -3.66 -1.97 -0.29 0.396
H -2.02 -1.47 -0.60 0.310
H -2.59 -1.45 1.19 0.122
```

The value obtained for the HOMO energy is -8.26 eV. Its LUMO energy is -0.34 eV. The calculation puts the HOMO-LUMO gap at 7.915 eV.


2.
Computed, not measured: C7H17NOP as an isolated structure in a non-equilibrium geometry, with the ωB97M-V functional and the def2-TZVPD basis.

The geometry in XYZ format:
```
27
Properties=species:S:1:pos:R:3:mulliken_charge:R:1
C -1.84 -1.84 -1.00 -0.690
C -1.11 -0.97 -0.38 0.269
C 0.62 -1.50 1.28 -1.560
C 0.35 1.32 -1.43 -1.627
C 2.37 0.72 -0.08 -1.700
C 0.33 -0.82 -0.07 0.175
C 0.85 0.64 -0.16 0.710
N 0.25 1.39 0.99 -0.069
O -2.02 0.40 0.38 -0.514
P -3.63 0.37 0.10 -0.202
H -2.92 -1.78 -1.05 0.264
H -1.37 -2.69 -1.48 0.292
H 0.36 -2.55 1.21 0.436
H 1.67 -1.44 1.53 0.371
H 0.03 -1.08 2.09 0.413
H -0.74 1.39 -1.44 0.376
H 0.77 2.32 -1.53 0.488
H 0.65 0.75 -2.31 0.403
H 2.70 1.75 -0.17 0.443
H 2.81 0.16 -0.89 0.413
H 2.75 0.32 0.86 0.397
H 0.85 -1.38 -0.85 0.550
H 0.63 1.06 1.89 0.395
H -0.80 1.16 0.93 0.387
H 0.40 2.40 0.90 0.413
H -3.77 1.68 0.58 0.080
H -4.02 -0.19 1.35 0.087
```

Its relative energy (zero: lowest compared OMol25 entry of this formula, charge and spin) is 255.77 kJ/mol. The value obtained for the HOMO energy is -12.71 eV. As for the total charge: +1. Its LUMO energy is -2.92 eV. The calculation puts the HOMO-LUMO gap at 9.786 eV.


3.
Computed, not measured: C36H37BF2N7O2SiTa as an isolated structure in a non-equilibrium geometry, with the ωB97M-V functional and the def2-TZVPD basis.

The geometry in XYZ format:
```
87
Properties=species:S:1:pos:R:3:mulliken_charge:R:1
Ta -1.38 0.37 -0.12 0.688
N -1.55 -4.20 1.22 0.021
C -1.77 -3.28 0.27 -0.610
N -1.24 -2.13 0.65 0.378
C -0.68 -2.41 1.87 0.220
N -0.87 -3.66 2.22 -0.597
C 0.10 -1.46 2.63 -0.210
C 0.71 -1.80 3.85 -0.689
N 1.48 -0.95 4.49 -0.537
C 1.70 0.23 3.93 -0.858
C 1.09 0.59 2.72 -0.911
N 0.28 -0.25 2.09 1.273
H -1.83 -5.17 1.26 0.206
H -2.27 -3.45 -0.66 0.571
H 0.57 -2.78 4.29 0.557
H 2.36 0.90 4.45 0.469
H 1.28 1.53 2.24 0.660
F -6.61 1.96 -1.20 -0.308
C -5.51 1.42 -1.72 -0.113
C -4.36 1.36 -0.94 -0.580
C -3.20 0.78 -1.42 0.453
C -3.19 0.29 -2.74 0.398
C -4.37 0.34 -3.49 0.432
F -4.41 -0.20 -4.71 -0.325
C -5.54 0.89 -3.00 -0.670
C -1.95 -0.28 -3.29 0.421
C -1.63 -0.28 -4.64 -0.749
C -0.42 -0.80 -5.06 -0.702
C 0.42 -1.37 -4.11 -1.119
C 0.02 -1.37 -2.79 -0.420
N -1.11 -0.80 -2.37 0.096
H -4.40 1.77 0.06 0.748
H -6.44 0.92 -3.60 0.560
H -2.30 0.15 -5.37 0.545
H -0.14 -0.76 -6.10 0.490
H 1.37 -1.81 -4.39 0.542
H 0.63 -1.83 -2.03 0.749
C -2.19 3.94 -0.12 -1.017
Si -2.09 3.22 1.64 0.484
C -0.42 3.76 2.40 -1.169
C -3.55 3.60 2.80 -1.208
N -2.07 1.43 1.37 1.304
C -2.59 0.66 2.42 0.139
C -2.14 0.79 3.73 -0.054
C -2.60 -0.05 4.73 -0.736
C -3.54 -1.03 4.44 -0.758
C -4.03 -1.14 3.15 -0.739
C -3.56 -0.32 2.14 -0.281
H -1.92 4.99 -0.07 0.493
H -3.18 3.89 -0.55 0.325
H -1.50 3.46 -0.82 0.207
H -0.44 4.83 2.58 0.477
H 0.41 3.57 1.73 0.276
H -0.21 3.29 3.36 0.383
H -4.05 4.52 2.50 0.483
H -3.19 3.75 3.82 0.372
H -4.29 2.81 2.84 0.351
H -1.41 1.54 3.96 0.298
H -2.22 0.06 5.74 0.505
H -3.92 -1.67 5.22 0.439
H -4.78 -1.89 2.93 0.508
H -4.00 -0.38 1.15 0.386
C 5.52 -2.76 -0.46 -1.994
C 5.79 -1.63 -1.46 1.879
C 7.05 -0.87 -1.01 -1.642
C 6.05 -2.27 -2.83 -1.583
C 4.63 -0.66 -1.55 0.385
C 4.73 0.52 -2.31 -0.575
C 3.72 1.46 -2.43 -2.086
C 2.54 1.18 -1.77 1.316
O 1.34 1.88 -1.68 -0.456
B 0.53 1.16 -0.87 0.369
O 1.17 0.01 -0.44 -0.365
C 2.43 0.02 -1.00 -0.967
C 3.44 -0.91 -0.88 0.025
H 6.41 -3.37 -0.34 0.430
H 4.73 -3.42 -0.82 0.351
H 5.26 -2.37 0.53 0.433
H 7.87 -1.58 -0.87 0.462
H 6.88 -0.36 -0.07 0.377
H 7.37 -0.15 -1.75 0.363
H 6.86 -2.99 -2.73 0.450
H 6.33 -1.54 -3.57 0.362
H 5.17 -2.81 -3.18 0.340
H 5.66 0.73 -2.81 0.458
H 3.85 2.35 -3.01 0.516
H 3.29 -1.79 -0.28 0.603
```

Its relative energy (zero: lowest compared OMol25 entry of this formula, charge and spin) is 209.70 kJ/mol. The value obtained for the HOMO energy is -13.62 eV. As for the total charge: +2. Its LUMO energy is -7.56 eV. The calculation puts the HOMO-LUMO gap at 6.066 eV.


4.
Computed, not measured: C20H31N4O6S as an isolated structure in a non-equilibrium geometry, with the ωB97M-V functional and the def2-TZVPD basis.

The geometry in XYZ format:
```
62
Properties=species:S:1:pos:R:3:mulliken_charge:R:1
C -1.12 5.63 -0.20 -1.133
C -0.24 4.56 -0.75 0.842
O 0.74 4.16 -0.17 -0.590
O -0.62 4.15 -1.97 -0.370
C -0.20 2.83 -2.33 -0.714
C -1.42 2.03 -2.85 -1.196
C -1.66 0.86 -1.92 -0.272
C -1.33 -0.46 -2.18 0.422
C -0.75 -0.86 -3.51 -1.190
C 0.72 -1.33 -3.46 0.307
C 1.28 -1.33 -4.86 0.002
N 0.65 -2.28 -5.71 -0.480
O 2.15 -0.60 -5.22 -0.552
C -1.57 -1.45 -1.15 0.397
C -1.21 -2.93 -1.29 -1.334
C -0.07 -3.28 -0.32 0.091
O 1.19 -3.25 -1.02 -0.231
C 2.25 -3.25 -0.23 0.020
O 2.22 -3.05 0.96 -0.472
C -2.14 -1.11 0.04 -0.546
C -2.50 0.22 0.34 -0.198
N -3.06 0.70 1.44 -0.672
S -3.24 2.30 1.19 0.120
N -2.62 2.42 -0.28 -0.414
C -2.24 1.19 -0.66 1.229
H -0.92 6.53 -0.78 0.325
H -2.18 5.40 -0.32 0.298
H -0.85 5.85 0.82 0.344
H 0.54 2.88 -3.13 0.467
H 0.24 2.30 -1.50 0.428
H -2.30 2.66 -2.83 0.542
H -1.27 1.70 -3.86 0.523
H -1.34 -1.66 -3.94 0.486
H -0.80 -0.04 -4.22 0.275
H 1.35 -0.73 -2.82 0.513
H 0.72 -2.37 -3.16 -0.090
H 1.10 -3.18 -5.56 0.246
H 0.78 -2.00 -6.68 0.281
H -2.08 -3.48 -0.94 0.546
H -0.96 -3.19 -2.31 0.464
H -0.22 -4.25 0.14 0.528
H -0.06 -2.55 0.48 -0.202
H 3.20 -3.40 -0.75 0.404
H -2.32 -1.87 0.79 0.592
C 2.44 0.77 3.81 -1.470
C 2.25 -0.63 4.37 -0.011
C 1.04 -1.37 3.82 -0.109
O -0.15 -0.85 4.38 -0.493
C -0.85 0.12 3.59 -0.561
N 2.01 -0.52 5.85 -0.270
H 1.67 1.46 4.15 0.398
H 3.41 1.18 4.11 0.425
H 2.42 0.75 2.72 0.375
H 3.16 -1.21 4.23 0.397
H 1.09 -2.42 4.13 0.384
H 1.03 -1.36 2.73 0.077
H -0.66 -0.02 2.52 0.203
H -0.57 1.13 3.88 0.229
H -1.91 -0.01 3.77 0.326
H 2.64 0.15 6.31 0.353
H 2.09 -1.42 6.32 0.358
H 1.04 -0.22 5.98 0.352
```

Its relative energy (zero: lowest compared OMol25 entry of this formula, charge and spin) is 0.00 kJ/mol. The value obtained for the HOMO energy is -10.95 eV. As for the total charge: +1. Its LUMO energy is -3.08 eV. The calculation puts the HOMO-LUMO gap at 7.873 eV.